Run A
{"formula": "C5H4O2", "method": "ωB97M-V with the def2-TZVPD basis set", "e_lumo_ev": -0.795, "mol_weight_g_mol": 96.085, "smiles": "O=C1C=CCC1=O", "homo_ev": -9.30, "gap_ev": 8.5, "symbols": ["O", "C", "C", "C", "C", "C", "O", "H", "H", "H", "H"], "coordinates": [[-0.67, 2.31, -0.21], [-0.36, 1.16, -0.05], [-1.20, -0.10, -0.30], [-0.15, -1.18, -0.14], [0.90, -0.78, 0.58], [1.01, 0.68, 0.48], [2.02, 1.33, 0.56], [-2.04, -0.11, 0.42], [-1.67, -0.11, -1.28], [0.44, -1.77, -0.87], [1.71, -1.45, 0.83]]}


Run B
{"formula": "C5H4O2", "method": "ωB97M-V with the def2-TZVPD basis set", "e_lumo_ev": [-0.960, -0.956], "mol_weight_g_mol": 96.085, "homo_ev": [-8.34, -8.52], "gap_ev": [7.4, 7.6], "symbols": ["C", "C", "C", "O", "C", "C", "O", "H", "H", "H", "H"], "coordinates": [[-0.59, -0.02, -0.06], [-0.23, 1.52, 0.12], [-1.37, -1.04, 0.29], [-0.89, 1.02, -0.98], [1.32, 0.11, -0.07], [2.23, -0.69, -0.40], [1.13, 1.45, 0.17], [-0.69, 2.34, 0.68], [-2.26, -1.28, -0.27], [-1.07, -1.69, 1.09], [2.42, -1.72, -0.55]]}


Run C
{"formula": "C5H4O2", "method": "ωB97M-V with the def2-TZVPD basis set", "e_lumo_ev": [-0.086, 0.258], "mol_weight_g_mol": 96.085, "homo_ev": [-6.53, -8.35], "gap_ev": [6.4, 8.6], "symbols": ["C", "C", "C", "C", "C", "O", "O", "H", "H", "H", "H"], "coordinates": [[0.55, 0.26, -1.56], [-0.13, 0.15, -2.68], [-2.35, 0.19, 1.15], [1.03, 0.16, -0.41], [1.63, -0.11, 0.84], [-0.93, 0.13, -3.56], [-1.63, -0.35, 1.97], [-3.39, 0.12, 0.77], [1.40, -1.26, 1.03], [1.10, 0.52, 1.64], [2.72, 0.18, 0.81]]}


Quick one: most stable of them? run A


Run A
{"formula": "C57H126N6O9", "method": "ωB97M-V with the def2-TZVPD basis set", "e_lumo_ev": 0.228, "mol_weight_g_mol": 1039.668, "smiles": "CC1(C)CCCC(C)(C)N1O.CC1(C)CCCC(C)(C)N1O.CC1(C)CCCC(C)(C)N1O.CC1(C)CCCC(C)(C)N1O.CC1(C)CCCC(C)(C)N1O.CC1(C)CCCC(C)(C)N1O.CC(C)O.O.O", "homo_ev": -7.87, "gap_ev": 8.1, "symbols": ["O", "H", "H", "O", "H", "H", "C", "C", "C", "C", "C", "C", "N", "O", "C", "C", "C", "H", "H", "H", "H", "H", "H", "H", "H", "H", "H", "H", "H", "H", "H", "H", "H", "H", "H", "H", "C", "C", "C", "C", "C", "C", "N", "O", "C", "C", "C", "H", "H", "H", "H", "H", "H", "H", "H", "H", "H", "H", "H", "H", "H", "H", "H", "H", "H", "H", "C", "C", "C", "C", "C", "C", "N", "O", "C", "C", "C", "H", "H", "H", "H", "H", "H", "H", "H", "H", "H", "H", "H", "H", "H", "H", "H", "H", "H", "H", "C", "C", "C", "C", "C", "C", "N", "O", "C", "C", "C", "H", "H", "H", "H", "H", "H", "H", "H", "H", "H", "H", "H", "H", "H", "H", "H", "H", "H", "H", "C", "C", "C", "C", "C", "C", "N", "O", "C", "C", "C", "H", "H", "H", "H", "H", "H", "H", "H", "H", "H", "H", "H", "H", "H", "H", "H", "H", "H", "H", "C", "C", "C", "C", "C", "C", "N", "O", "C", "C", "C", "H", "H", "H", "H", "H", "H", "H", "H", "H", "H", "H", "H", "H", "H", "H", "H", "H", "H", "H", "C", "C", "C", "O", "H", "H", "H", "H", "H", "H", "H", "H"], "coordinates": [[-6.00, -12.24, -21.38], [-6.25, -11.53, -21.97], [-5.07, -12.38, -21.55], [-8.29, -13.04, -16.49], [-7.79, -12.25, -16.70], [-8.15, -13.61, -17.25], [-12.03, -17.59, -27.23], [-12.17, -17.42, -25.73], [-11.53, -16.02, -25.33], [-11.94, -15.46, -23.94], [-13.46, -15.55, -23.85], [-14.04, -16.99, -24.04], [-13.62, -17.48, -25.41], [-14.31, -18.63, -25.64], [-13.63, -17.90, -22.79], [-15.56, -16.75, -23.94], [-11.32, -18.48, -25.01], [-12.64, -16.84, -27.75], [-12.23, -18.57, -27.65], [-11.04, -17.55, -27.68], [-10.44, -16.02, -25.31], [-11.73, -15.23, -26.05], [-11.67, -14.44, -23.71], [-11.45, -16.04, -23.16], [-13.94, -14.87, -24.56], [-13.67, -15.23, -22.83], [-13.96, -18.91, -23.07], [-12.59, -17.90, -22.50], [-14.15, -17.69, -21.86], [-16.11, -17.69, -23.89], [-15.85, -16.12, -23.11], [-15.88, -16.29, -24.87], [-10.32, -18.50, -25.42], [-11.80, -19.44, -25.22], [-11.24, -18.45, -23.92], [-14.79, -18.37, -26.43], [-5.29, -13.06, -14.48], [-4.43, -12.44, -15.58], [-4.16, -13.53, -16.68], [-3.66, -12.98, -18.00], [-4.57, -11.86, -18.51], [-4.75, -10.69, -17.49], [-5.11, -11.30, -16.18], [-5.41, -10.27, -15.30], [-3.46, -9.87, -17.39], [-5.91, -9.87, -17.97], [-3.06, -12.10, -14.96], [-4.79, -13.90, -14.01], [-6.13, -13.53, -14.98], [-5.72, -12.40, -13.73], [-3.56, -14.36, -16.31], [-5.16, -13.93, -16.87], [-3.57, -13.72, -18.79], [-2.68, -12.50, -17.94], [-5.55, -12.27, -18.73], [-4.06, -11.37, -19.34], [-3.68, -8.87, -17.03], [-2.62, -10.29, -16.84], [-3.15, -9.51, -18.37], [-5.94, -9.70, -19.05], [-6.83, -10.38, -17.66], [-6.06, -8.88, -17.54], [-3.15, -11.29, -14.23], [-2.27, -11.86, -15.67], [-2.61, -12.95, -14.46], [-6.35, -10.44, -15.23], [-3.59, -16.79, -21.95], [-4.83, -17.69, -22.41], [-5.90, -16.64, -22.83], [-7.06, -17.16, -23.68], [-6.39, -17.94, -24.85], [-5.33, -18.98, -24.51], [-4.34, -18.42, -23.61], [-3.18, -19.15, -23.50], [-6.06, -20.19, -23.93], [-4.65, -19.32, -25.89], [-5.29, -18.63, -21.29], [-3.91, -16.12, -21.15], [-3.07, -16.11, -22.62], [-2.89, -17.49, -21.51], [-6.24, -16.04, -21.98], [-5.48, -15.78, -23.36], [-7.57, -16.26, -24.05], [-7.64, -17.73, -22.95], [-5.91, -17.17, -25.45], [-7.24, -18.27, -25.44], [-6.56, -19.99, -22.98], [-6.95, -20.56, -24.45], [-5.37, -21.04, -23.94], [-4.33, -20.36, -26.01], [-5.34, -19.15, -26.71], [-3.74, -18.76, -26.10], [-6.36, -18.81, -21.32], [-5.01, -18.21, -20.32], [-4.80, -19.60, -21.37], [-3.56, -20.00, -23.27], [-7.16, -13.71, -24.68], [-7.92, -12.47, -25.26], [-8.55, -12.91, -26.60], [-9.49, -11.83, -27.16], [-10.51, -11.46, -26.04], [-9.96, -11.02, -24.71], [-8.89, -11.96, -24.27], [-8.34, -11.40, -23.14], [-9.46, -9.52, -24.88], [-11.15, -10.96, -23.81], [-6.88, -11.38, -25.55], [-7.97, -14.34, -24.32], [-6.51, -13.44, -23.84], [-6.53, -14.17, -25.45], [-7.73, -12.99, -27.32], [-9.04, -13.88, -26.61], [-9.94, -12.22, -28.07], [-8.99, -10.90, -27.43], [-11.10, -12.37, -25.95], [-11.35, -10.80, -26.28], [-9.67, -8.97, -23.96], [-8.38, -9.36, -24.96], [-9.98, -8.90, -25.62], [-10.73, -10.69, -22.84], [-11.97, -10.30, -24.10], [-11.54, -11.95, -23.56], [-5.95, -11.74, -25.98], [-6.37, -11.00, -24.65], [-7.17, -10.51, -26.14], [-8.82, -11.83, -22.42], [-14.70, -13.04, -19.17], [-13.92, -12.51, -20.40], [-14.83, -12.58, -21.70], [-15.86, -11.39, -21.84], [-15.13, -10.10, -21.57], [-14.44, -9.98, -20.25], [-13.46, -11.13, -20.16], [-12.46, -11.00, -19.21], [-13.65, -8.65, -20.35], [-15.42, -9.94, -19.17], [-12.65, -13.48, -20.61], [-14.35, -14.05, -18.97], [-15.79, -13.01, -19.28], [-14.36, -12.48, -18.30], [-14.24, -12.72, -22.60], [-15.47, -13.44, -21.51], [-16.65, -11.58, -21.12], [-16.25, -11.53, -22.85], [-15.83, -9.29, -21.74], [-14.47, -9.90, -22.41], [-13.53, -8.24, -19.35], [-12.64, -8.75, -20.75], [-14.09, -7.86, -20.96], [-15.04, -9.56, -18.21], [-16.10, -9.11, -19.33], [-16.12, -10.76, -19.01], [-12.06, -13.12, -21.45], [-12.82, -14.54, -20.80], [-12.00, -13.49, -19.74], [-11.91, -10.39, -19.70], [-9.50, -18.03, -20.05], [-10.36, -18.12, -18.80], [-11.53, -17.07, -18.85], [-12.63, -17.22, -17.82], [-13.20, -18.64, -18.06], [-12.14, -19.72, -17.87], [-10.99, -19.46, -18.75], [-10.10, -20.45, -18.68], [-11.69, -19.79, -16.38], [-12.76, -21.09, -18.23], [-9.54, -17.79, -17.52], [-10.22, -18.10, -20.87], [-8.73, -18.80, -20.09], [-9.14, -17.01, -20.16], [-11.05, -16.09, -18.86], [-12.00, -17.00, -19.83], [-13.40, -16.49, -18.08], [-12.44, -17.04, -16.77], [-13.62, -18.66, -19.07], [-13.97, -18.67, -17.29], [-11.74, -18.86, -15.81], [-12.32, -20.42, -15.75], [-10.67, -20.13, -16.22], [-13.40, -21.46, -17.42], [-13.38, -21.13, -19.13], [-12.04, -21.89, -18.35], [-8.86, -16.95, -17.66], [-8.86, -18.60, -17.22], [-10.17, -17.65, -16.64], [-10.23, -20.96, -19.49], [-8.52, -14.49, -21.60], [-8.25, -14.31, -20.05], [-7.03, -15.09, -19.58], [-7.98, -12.96, -19.71], [-9.16, -13.65, -21.87], [-9.00, -15.45, -21.83], [-7.57, -14.32, -22.09], [-9.14, -14.53, -19.46], [-6.11, -14.59, -19.87], [-7.05, -16.04, -20.11], [-7.08, -15.12, -18.49], [-7.17, -12.72, -20.15]]}


Run B
{"formula": "C57H126N6O9", "method": "ωB97M-V with the def2-TZVPD basis set", "e_lumo_ev": 0.255, "mol_weight_g_mol": 1039.668, "smiles": "CC1(C)CCCC(C)(C)N1O.CC1(C)CCCC(C)(C)N1O.CC1(C)CCCC(C)(C)N1O.CC1(C)CCCC(C)(C)N1O.CC1(C)CCCC(C)(C)N1O.CC1(C)CCCC(C)(C)N1O.CO.CO.CO", "homo_ev": -8.40, "gap_ev": 8.7, "symbols": ["C", "O", "H", "H", "H", "H", "C", "O", "H", "H", "H", "H", "C", "O", "H", "H", "H", "H", "C", "C", "C", "C", "C", "C", "N", "O", "C", "C", "C", "H", "H", "H", "H", "H", "H", "H", "H", "H", "H", "H", "H", "H", "H", "H", "H", "H", "H", "H", "C", "C", "C", "C", "C", "C", "N", "O", "C", "C", "C", "H", "H", "H", "H", "H", "H", "H", "H", "H", "H", "H", "H", "H", "H", "H", "H", "H", "H", "H", "C", "C", "C", "C", "C", "C", "N", "O", "C", "C", "C", "H", "H", "H", "H", "H", "H", "H", "H", "H", "H", "H", "H", "H", "H", "H", "H", "H", "H", "H", "C", "C", "C", "C", "C", "C", "N", "O", "C", "C", "C", "H", "H", "H", "H", "H", "H", "H", "H", "H", "H", "H", "H", "H", "H", "H", "H", "H", "H", "H", "C", "C", "C", "C", "C", "C", "N", "O", "C", "C", "C", "H", "H", "H", "H", "H", "H", "H", "H", "H", "H", "H", "H", "H", "H", "H", "H", "H", "H", "H", "C", "C", "C", "C", "C", "C", "N", "O", "C", "C", "C", "H", "H", "H", "H", "H", "H", "H", "H", "H", "H", "H", "H", "H", "H", "H", "H", "H", "H", "H"], "coordinates": [[5.27, 2.14, 3.04], [4.00, 2.60, 2.87], [5.83, 2.19, 2.11], [5.92, 2.80, 3.69], [5.38, 1.13, 3.39], [3.30, 2.10, 3.41], [-0.56, 3.71, 1.75], [0.47, 2.75, 1.47], [-0.30, 4.56, 2.41], [-0.94, 4.11, 0.83], [-1.36, 3.07, 2.19], [1.36, 3.24, 1.39], [1.99, -0.01, 3.95], [1.84, 1.39, 3.61], [2.95, -0.39, 3.62], [1.98, -0.07, 5.04], [1.16, -0.63, 3.61], [1.36, 1.57, 2.80], [6.68, -0.96, -2.20], [5.20, -0.66, -1.95], [4.35, -1.63, -2.89], [2.87, -1.75, -2.49], [2.81, -2.18, -1.03], [3.59, -1.20, -0.06], [4.92, -1.03, -0.56], [5.68, -0.14, 0.32], [2.78, 0.05, 0.14], [3.73, -1.94, 1.25], [4.84, 0.80, -2.36], [6.89, -0.79, -3.30], [6.94, -1.98, -2.04], [7.28, -0.33, -1.62], [4.58, -1.28, -3.95], [4.80, -2.60, -2.80], [2.41, -2.50, -3.10], [2.28, -0.89, -2.65], [3.13, -3.14, -0.73], [1.74, -2.07, -0.76], [3.47, 0.77, 0.63], [2.41, 0.55, -0.73], [1.93, -0.12, 0.80], [4.24, -1.25, 1.94], [2.74, -2.05, 1.73], [4.27, -2.85, 1.19], [5.15, 1.40, -1.52], [3.77, 0.97, -2.63], [5.49, 1.14, -3.19], [5.03, 0.65, 0.38], [-1.93, -1.79, 8.02], [-0.78, -1.54, 7.06], [-1.17, -2.06, 5.64], [-2.11, -1.12, 4.98], [-1.68, 0.35, 5.00], [-1.41, 0.86, 6.41], [-0.37, -0.14, 6.90], [0.10, 0.36, 8.20], [-0.68, 2.21, 6.39], [-2.64, 1.12, 7.26], [0.41, -2.43, 7.46], [-2.28, -2.77, 8.03], [-2.74, -1.20, 7.68], [-1.80, -1.59, 9.07], [-0.29, -2.10, 5.05], [-1.61, -3.05, 5.68], [-3.12, -1.24, 5.41], [-2.31, -1.33, 3.95], [-2.38, 1.10, 4.48], [-0.71, 0.33, 4.47], [0.35, 2.24, 5.95], [-1.36, 2.96, 5.94], [-0.40, 2.49, 7.41], [-3.02, 2.07, 7.01], [-3.38, 0.35, 7.08], [-2.37, 1.09, 8.29], [0.87, -2.09, 8.38], [1.21, -2.41, 6.78], [0.10, -3.47, 7.60], [-0.62, 0.24, 8.86], [0.58, 1.08, -7.27], [1.10, 0.54, -5.92], [0.61, 1.35, -4.69], [-0.88, 1.06, -4.36], [-1.12, -0.43, -4.20], [-0.56, -1.29, -5.39], [0.83, -0.87, -5.59], [1.41, -1.66, -6.62], [-0.59, -2.77, -5.01], [-1.45, -1.19, -6.64], [2.61, 0.77, -5.99], [1.02, 2.02, -7.55], [-0.47, 1.33, -7.29], [0.75, 0.35, -8.07], [1.21, 1.15, -3.79], [0.75, 2.40, -4.87], [-1.45, 1.55, -5.15], [-1.09, 1.61, -3.42], [-2.20, -0.64, -4.19], [-0.65, -0.75, -3.29], [0.08, -3.00, -4.22], [-1.59, -3.00, -4.64], [-0.33, -3.42, -5.85], [-1.61, -0.11, -6.87], [-0.86, -1.67, -7.40], [-2.43, -1.71, -6.59], [2.85, 1.77, -6.17], [3.09, 0.09, -6.72], [3.12, 0.53, -5.07], [2.12, -2.17, -6.16], [5.03, 6.31, 1.97], [3.77, 6.80, 1.33], [4.06, 7.97, 0.32], [4.69, 7.44, -0.93], [3.83, 6.28, -1.50], [3.43, 5.12, -0.61], [2.97, 5.70, 0.67], [2.67, 4.74, 1.59], [2.31, 4.34, -1.21], [4.67, 4.20, -0.52], [2.85, 7.39, 2.42], [5.85, 6.22, 1.29], [5.45, 6.88, 2.84], [4.98, 5.29, 2.31], [3.15, 8.53, 0.20], [4.76, 8.61, 0.89], [4.79, 8.24, -1.76], [5.72, 7.18, -0.69], [4.28, 5.97, -2.44], [2.86, 6.75, -1.79], [2.03, 3.47, -0.61], [2.61, 4.04, -2.23], [1.38, 4.86, -1.24], [5.57, 4.74, -0.06], [4.98, 4.03, -1.56], [4.57, 3.23, -0.04], [3.38, 7.82, 3.27], [2.14, 8.20, 1.95], [2.19, 6.60, 2.82], [3.49, 4.24, 1.86], [-6.45, 2.46, 0.23], [-6.12, 1.17, -0.49], [-4.82, 0.64, 0.03], [-4.58, -0.81, -0.29], [-5.75, -1.66, 0.10], [-7.05, -1.23, -0.55], [-7.23, 0.23, -0.18], [-8.42, 0.81, -0.90], [-7.06, -1.39, -2.06], [-8.22, -1.97, 0.12], [-5.87, 1.56, -1.97], [-7.30, 3.03, -0.14], [-5.57, 3.07, 0.27], [-6.79, 2.16, 1.21], [-3.97, 1.15, -0.31], [-4.79, 0.79, 1.10], [-3.69, -1.13, 0.33], [-4.32, -1.02, -1.35], [-5.97, -1.65, 1.13], [-5.61, -2.72, -0.13], [-6.36, -0.70, -2.58], [-7.04, -2.43, -2.43], [-8.02, -0.91, -2.37], [-9.18, -1.50, -0.13], [-8.21, -3.00, -0.26], [-8.08, -1.82, 1.16], [-6.85, 1.59, -2.51], [-5.23, 0.76, -2.44], [-5.54, 2.59, -1.97], [-8.97, 1.05, -0.18], [-0.08, -4.57, -1.79], [-0.67, -5.58, -0.77], [-1.48, -4.81, 0.29], [-2.78, -4.33, -0.11], [-3.57, -5.55, -0.63], [-2.83, -6.24, -1.85], [-1.51, -6.57, -1.38], [-0.72, -7.41, -2.23], [-3.51, -7.54, -2.32], [-2.85, -5.19, -3.07], [0.53, -6.22, -0.09], [-0.79, -4.44, -2.58], [0.89, -4.92, -2.12], [0.09, -3.68, -1.21], [-1.71, -5.57, 1.07], [-0.85, -4.01, 0.63], [-2.90, -3.48, -0.84], [-3.42, -4.06, 0.74], [-4.60, -5.24, -1.04], [-3.69, -6.29, 0.12], [-4.56, -7.32, -2.57], [-2.99, -7.84, -3.25], [-3.50, -8.35, -1.58], [-2.69, -4.17, -2.74], [-2.06, -5.36, -3.82], [-3.85, -5.23, -3.53], [0.22, -6.99, 0.63], [1.06, -5.40, 0.37], [1.23, -6.73, -0.79], [-0.27, -6.88, -2.94]]}


Quick one: most stable of them? run B